w:
Computed, not measured: C3H7NOS in the gas phase, with the ωB97M-V functional and the def2-TZVPD basis.

Properties
SMILES string = COCC(N)=S
lowest unoccupied orbital energy = 0.018 Eh
HOMO = -8.45 eV

Last column: natural (NBO) charge in e.
Geometry (Å):
C 0.806 -1.593 -1.003  -0.283
C 0.033 0.514 -0.462  -0.119
C -0.837 0.535 0.738  0.066
H 0.228 -2.373 -0.333  0.207
H 1.839 -1.290 -0.394  0.161
H 1.123 -2.076 -2.136  0.203
H -0.343 1.235 -1.135  0.231
H 1.089 0.736 -0.008  0.131
H -1.586 1.604 2.257  0.442
H 0.300 2.067 1.601  0.421
N -0.754 1.660 1.524  -0.826
O 0.119 -0.429 -1.374  -0.510
S -2.018 -0.592 0.725  -0.124

---

x:
Computed, not measured: a molecular structure, C3H7NOS, with the ωB97M-V functional and the def2-TZVPD basis.

Properties
lowest unoccupied orbital energy = 0.010 Eh
HOMO = -8.37 eV

Last column: natural (NBO) charge in e.
Geometry (Å):
C -2.618 -0.280 0.226  -0.308
C 0.600 0.221 0.137  0.127
C 0.495 -0.298 1.625  -0.699
H -2.914 0.770 -0.365  0.215
H -3.516 -1.129 0.112  0.224
H -2.382 -0.024 1.596  0.186
H -0.531 0.269 -1.533  0.390
H 0.654 -1.380 1.732  0.247
H 1.304 0.073 2.432  0.258
H -0.636 -0.134 2.090  0.215
N -0.440 -0.175 -0.610  -0.295
O -1.464 -1.028 -0.380  -0.366
S 1.997 0.821 -0.668  -0.193

---

y:
Computed, not measured: C3H7NOS in the gas phase, with the ωB97M-V functional and the def2-TZVPD basis.

Properties
SMILES string = NC(=O)CCS
lowest unoccupied orbital energy = 0.030 Eh
HOMO = -9.19 eV

Last column: natural (NBO) charge in e.
Geometry (Å):
C 0.007 0.691 -0.243  -0.494
C -0.260 -0.815 -0.380  -0.439
S -0.454 -1.361 -2.215  -0.105
C 0.398 0.835 1.291  0.698
N -0.249 1.805 2.157  -0.861
O 1.221 0.085 1.852  -0.604
H -0.918 1.239 -0.360  0.215
H 0.701 1.245 -0.758  0.235
H -1.212 -1.023 -0.009  0.210
H 0.472 -1.382 0.109  0.234
H 0.177 -0.148 -2.667  0.133
H 0.207 1.869 2.960  0.375
H -1.069 2.392 2.240  0.404

---

z:
Computed, not measured: 2 unconnected molecules or ions with the total composition C3H7NOS, with the ωB97M-V functional and the def2-TZVPD basis.

Properties
SMILES string = CNSO.C#C
lowest unoccupied orbital energy = 0.033 Eh
HOMO = -8.13 eV

Last column: natural (NBO) charge in e.
Geometry (Å):
C -1.084 -2.429 0.690  -0.245
C -1.978 -1.652 0.763  -0.213
C 1.665 0.181 -0.936  -0.416
N 0.208 0.374 -0.612  -0.784
O -0.614 2.474 1.105  -0.927
S -0.481 1.844 -0.486  0.656
H -0.273 -3.041 0.486  0.227
H -0.540 3.377 1.287  0.486
H -2.876 -1.170 0.965  0.236
H 1.960 -0.723 -0.568  0.190
H 1.831 0.109 -2.028  0.192
H 2.311 0.995 -0.623  0.204
H -0.129 -0.338 -0.041  0.395

---

Which structure loses on stability? x does.

---

w:
Computed, not measured: C3H7NOS in the gas phase, with the ωB97M-V functional and the def2-TZVPD basis.

Properties
SMILES string = N[C@@H](C=O)CS
lowest unoccupied orbital energy = 0.027 Eh
HOMO = -9.45 eV

Last column: natural (NBO) charge in e.
Geometry (Å):
O 1.651 1.797 0.754  -0.513
C 0.904 0.988 1.218  0.444
C -0.234 0.357 0.431  -0.179
C 0.277 -0.045 -0.957  -0.533
S -0.895 -1.057 -1.885  -0.040
N -0.772 -0.782 1.210  -0.836
H 0.954 0.658 2.278  0.124
H -1.071 1.057 0.306  0.219
H 1.225 -0.569 -0.829  0.210
H 0.545 0.870 -1.472  0.241
H -0.264 -0.875 -3.048  0.132
H -0.537 -1.657 0.759  0.364
H -1.781 -0.742 1.235  0.368

---

x:
Computed, not measured: 2 unconnected molecules or ions with the total composition C3H7NOS, with the ωB97M-V functional and the def2-TZVPD basis.

Properties
SMILES string = CC#[N+][O-].CS
lowest unoccupied orbital energy = 0.023 Eh
HOMO = -8.32 eV

Last column: natural (NBO) charge in e.
Geometry (Å):
C 0.911 1.530 -2.867  -0.677
C -0.022 -1.616 2.748  -0.736
C -0.054 0.763 -2.018  0.191
N -0.716 0.333 -1.203  0.201
O -1.477 -0.154 -0.423  -0.451
S -0.668 -0.001 2.696  -0.026
H 1.793 0.908 -3.058  0.246
H 0.401 1.872 -3.754  0.244
H 1.242 2.430 -2.338  0.245
H -0.679 -2.326 2.915  0.211
H 0.791 -1.700 3.387  0.221
H 0.328 -1.816 1.718  0.206
H -1.849 -0.222 2.199  0.124

---

y:
Computed, not measured: C3H7NOS in the gas phase, with the ωB97M-V functional and the def2-TZVPD basis.

Properties
SMILES string = N[C@@H](C=O)CS
lowest unoccupied orbital energy = 0.027 Eh
HOMO = -9.18 eV

Last column: natural (NBO) charge in e.
Geometry (Å):
O -0.041 -1.889 1.772  -0.504
C -0.509 -0.949 1.206  0.447
C -0.116 -0.454 -0.169  -0.186
C 0.352 1.023 -0.063  -0.519
S -0.657 2.214 -1.053  -0.051
N 0.756 -1.379 -0.843  -0.840
H -1.311 -0.338 1.689  0.098
H -1.079 -0.431 -0.686  0.220
H 1.334 1.141 -0.516  0.235
H 0.400 1.373 0.963  0.223
H -1.560 2.493 -0.105  0.121
H 0.820 -1.214 -1.839  0.376
H 1.612 -1.589 -0.356  0.380

---

Which structure loses on stability? x does.

---

w:
Computed, not measured: C3H6ClF in the gas phase, with the ωB97M-V functional and the def2-TZVPD basis.

Properties
SMILES string = C[C@@H](Cl)CF
lowest unoccupied orbital energy = 0.031 Eh
HOMO = -10.76 eV

Last column: natural (NBO) charge in e.
Geometry (Å):
C 1.236 -0.047 -0.271  -0.619
C -0.014 0.076 0.553  -0.216
C -1.272 0.070 -0.242  0.032
H 1.459 0.608 -1.035  0.231
H 2.161 -0.061 0.287  0.226
H 1.131 -1.061 -0.634  0.214
H -0.177 -0.863 1.104  0.208
H -2.191 0.144 0.358  0.201
H -1.284 -1.017 -0.508  0.162
F -1.056 0.820 -1.438  -0.365
Cl 0.006 1.332 1.825  -0.074

---

x:
Computed, not measured: C3H6ClF in the gas phase, with the ωB97M-V functional and the def2-TZVPD basis.

Properties
SMILES string = FCCCCl
lowest unoccupied orbital energy = 0.031 Eh
HOMO = -9.94 eV

Last column: natural (NBO) charge in e.
Geometry (Å):
C 0.931 -0.741 0.353  -0.030
C 0.206 0.625 0.360  -0.491
C -0.907 0.628 -0.724  -0.301
H 1.625 -1.032 1.348  0.199
H -0.147 -1.425 0.172  0.201
H -0.177 0.290 1.574  0.234
H 1.083 1.382 0.336  0.250
H -0.531 0.602 -1.658  0.210
H -1.832 1.378 -0.721  0.243
F 1.712 -0.849 -0.868  -0.413
Cl -1.964 -0.859 -0.174  -0.102

---

y:
Computed, not measured: C3H6ClF in the gas phase, with the ωB97M-V functional and the def2-TZVPD basis.

Properties
SMILES string = CC[C@H](F)Cl
lowest unoccupied orbital energy = 0.037 Eh
HOMO = -10.72 eV

Last column: natural (NBO) charge in e.
Geometry (Å):
C -1.468 1.278 -1.540  -0.606
C -0.851 1.097 -0.144  -0.447
C 0.005 -0.280 -0.115  0.175
H -2.161 2.221 -1.545  0.221
H -0.747 1.425 -2.255  0.211
H -2.113 0.340 -1.860  0.219
H -0.122 1.947 0.108  0.233
H -1.443 0.983 0.782  0.238
H 0.431 -0.831 -0.973  0.205
F -0.631 -1.491 0.279  -0.381
Cl 1.513 -0.308 0.825  -0.068

---

Which structure loses on stability? x does.

---

w:
Computed, not measured: a gas-phase ion, CH4NO3 (charge +1), with the ωB97M-V functional and the def2-TZVPD basis.

Properties
SMILES string = [NH3+]C1(O)OO1
lowest unoccupied orbital energy = -0.168 Eh
charge = +1
HOMO = -16.73 eV

Last column: natural (NBO) charge in e.
Geometry (Å):
C 1.004 0.218 0.129  0.833
N -0.403 0.122 0.459  -0.752
O 1.935 -0.216 0.993  -0.180
O 1.770 1.138 0.601  -0.158
O 1.046 -0.491 -1.335  -0.761
H -0.925 0.887 0.989  0.497
H -0.354 -0.829 0.966  0.492
H -0.949 -0.059 -0.399  0.492
H 1.787 -1.058 -1.611  0.535

---

x:
Computed, not measured: 2 unconnected molecules or ions with the total composition CH4NO3, with the ωB97M-V functional and the def2-TZVPD basis.

Properties
lowest unoccupied orbital energy (spin up / spin down) = -0.286 / -0.275 Eh
charge = +1
HOMO (spin up / spin down) = -16.26 / -16.57 eV

Last column: natural (NBO) charge in e.
Geometry (Å):
C 0.147 0.711 -0.502  -0.572
N -0.515 -0.486 -0.272  0.485
O -1.354 -1.160 -0.682  0.025
O -0.068 -2.739 0.862  -0.298
O 0.322 -1.492 1.145  -0.084
H -0.369 1.657 -0.288  0.330
H 0.729 0.849 -1.345  0.314
H 0.907 0.805 0.257  0.292
H -0.730 -3.119 1.523  0.506

---

Which structure loses on stability? x does.

---

w:
Computed, not measured: C2H5ClOS in the gas phase, with the ωB97M-V functional and the def2-TZVPD basis.

Properties
SMILES string = O[C@H](S)CCl
lowest unoccupied orbital energy = 0.023 Eh
HOMO = -9.26 eV

Last column: natural (NBO) charge in e.
Geometry (Å):
C 0.857 0.842 -0.723  -0.376
C -0.096 -0.068 -0.152  -0.030
O -0.464 -0.948 -1.086  -0.676
S -1.686 0.760 0.405  -0.109
Cl 0.241 2.276 -1.693  -0.076
H 1.629 0.271 -1.326  0.245
H 1.414 1.317 0.052  0.221
H 0.335 -0.389 0.811  0.197
H -0.916 -1.619 -0.582  0.474
H -1.296 1.877 -0.085  0.130

---

x:
Computed, not measured: 2 unconnected molecules or ions with the total composition C2H5ClOS, with the ωB97M-V functional and the def2-TZVPD basis.

Properties
lowest unoccupied orbital energy (spin up / spin down) = -0.077 / -0.062 Eh
HOMO (spin up / spin down) = -8.93 / -9.19 eV

Last column: natural (NBO) charge in e.
Geometry (Å):
C 0.853 -0.434 -1.296  -0.607
C -1.757 0.426 0.443  0.156
O -1.306 1.337 -0.163  -0.573
S 0.567 -1.174 0.136  0.457
Cl -3.330 -0.471 -0.430  -0.371
H 0.840 0.691 -1.030  0.265
H 0.578 -0.753 -2.288  0.254
H -2.155 0.490 1.481  0.163
H -1.211 -0.579 0.545  0.103
H 1.190 -0.211 0.901  0.155

---

Which structure loses on stability? x does.

---

w:
Computed, not measured: C13H17N in the gas phase, with the ωB97M-V functional and the def2-TZVPD basis.

Properties
SMILES string = CN[C@@H]1C[C@H]2CC[C@@H]1c1ccccc12
lowest unoccupied orbital energy = 0.033 Eh
HOMO = -8.36 eV

Last column: natural (NBO) charge in e.
Geometry (Å):
C -2.590 -2.299 -0.527  -0.423
C -1.477 -0.151 0.202  -0.019
C -1.145 0.666 -1.178  -0.424
C 0.191 1.442 -0.982  -0.254
C -0.255 2.679 0.295  -0.405
C -0.620 1.641 1.392  -0.379
C -0.292 0.250 1.150  -0.327
C 0.970 -0.190 0.715  0.003
C 1.978 -0.933 1.359  -0.229
C 3.098 -1.251 0.611  -0.201
C 3.280 -0.719 -0.745  -0.235
C 2.422 0.256 -1.231  -0.199
C 1.232 0.535 -0.594  -0.043
H -2.588 -3.408 -0.470  0.219
H -3.489 -1.926 0.199  0.177
H -2.530 -1.721 -1.560  0.177
H -0.627 -1.936 -0.633  0.324
H -2.480 0.110 0.557  0.199
H -1.965 1.390 -1.453  0.213
H -1.120 -0.244 -2.047  0.208
H 0.180 1.849 -1.941  0.225
H 0.598 3.234 0.649  0.239
H -1.222 2.922 -0.200  0.227
H 0.017 1.815 2.417  0.202
H -1.743 1.727 1.675  0.214
H -0.765 -0.152 2.019  0.241
H 1.901 -1.616 2.319  0.230
H 3.656 -2.215 1.142  0.221
H 4.132 -1.164 -1.259  0.222
H 2.739 1.064 -2.058  0.216
N -1.487 -1.652 0.176  -0.621

---

x:
Computed, not measured: 2 unconnected molecules or ions with the total composition C13H17N, with the ωB97M-V functional and the def2-TZVPD basis.

Properties
lowest unoccupied orbital energy = 0.030 Eh
HOMO = -8.57 eV

Last column: natural (NBO) charge in e.
Geometry (Å):
C -2.297 -1.381 -1.545  -0.629
C -2.160 -0.992 -0.132  -0.107
C -3.082 0.133 0.147  -0.286
C -2.801 1.369 0.252  0.063
C -2.569 2.636 0.207  -0.488
C -0.625 -0.284 1.806  -0.460
C 0.279 -1.099 -0.097  -0.236
C 1.653 -0.295 0.034  -0.040
C 1.807 1.002 -0.353  -0.225
C 3.041 1.529 -0.787  -0.210
C 4.186 0.909 -0.347  -0.226
C 3.969 -0.493 0.437  -0.159
C 2.730 -1.028 0.553  -0.256
H -3.462 -1.263 -1.548  0.235
H -1.952 -0.575 -2.423  0.224
H -1.889 -2.501 -1.577  0.224
H -2.596 -2.021 0.210  0.200
H -4.248 0.036 -0.057  0.219
H -3.108 3.429 1.303  0.222
H -2.130 3.039 -0.836  0.246
H -1.151 -1.282 2.221  0.193
H -0.842 0.704 2.426  0.223
H 0.611 -0.280 1.626  0.240
H 0.363 -2.079 0.498  0.177
H 0.218 -1.360 -1.213  0.219
H 0.939 1.594 -0.411  0.226
H 3.246 2.526 -1.491  0.225
H 5.164 1.230 -0.746  0.216
H 4.895 -0.819 0.794  0.206
H 2.700 -2.078 0.733  0.221
N -0.890 -0.305 0.317  -0.457

---

Which structure loses on stability? x does.